[1]
This record from the Open Molecules 2025 dataset describes a molecular structure, C31H37IrN2O4Te. The level of theory is ωB97M-V/def2-TZVPD.

Output
Largest force on an atom   1.1 eV/Å
Total charge   +2
Frontier orbital gap   6.672 eV
Energy above the lowest of the compared OMol25 structures with the same formula, charge and spin   0.00 kcal per mole
LUMO energy   -7.4 eV

Geometry as XYZ:
```
76
Properties=species:S:1:pos:R:3:forces:R:3
Ir -0.824 -2.225 1.928 0.6 0.0 -0.8
C 2.059 -1.330 4.029 0.1 0.1 -0.1
C 1.748 -2.624 3.300 -0.1 -0.1 0.2
C 2.946 -3.541 3.163 0.0 0.0 0.0
O 1.254 -2.267 1.952 0.0 0.0 -0.2
C 0.616 -3.362 4.020 -0.4 -0.1 -0.3
O 0.717 -3.807 5.112 0.1 -0.1 0.1
O -0.561 -3.472 3.307 -0.3 0.3 0.7
H 3.041 -0.955 3.744 0.0 0.0 0.0
H 2.045 -1.510 5.102 0.0 0.0 0.0
H 1.318 -0.568 3.783 -0.1 -0.1 0.1
H 3.701 -3.083 2.523 0.0 0.1 0.0
H 2.666 -4.517 2.759 0.0 0.0 0.0
H 3.377 -3.700 4.150 0.0 0.0 0.0
H 1.585 -2.913 1.311 0.1 0.1 0.0
C -1.011 1.229 2.848 0.2 0.1 0.0
C -0.743 0.682 1.486 0.3 0.2 -0.7
O -0.413 1.636 0.552 -0.4 -0.4 0.4
N -0.783 -0.539 1.155 -0.3 0.2 1.0
Te -0.337 0.882 -1.269 0.0 -0.2 -0.5
C -0.020 2.567 -2.495 -0.1 0.1 0.2
C -0.300 3.888 -2.139 0.1 0.0 0.0
C -0.819 4.339 -0.803 0.0 0.0 0.0
C -0.066 4.862 -3.106 0.0 0.0 0.0
C 0.389 4.553 -4.379 0.0 0.1 0.0
C 0.582 5.618 -5.419 0.1 0.0 0.0
C 0.628 3.217 -4.691 0.0 -0.1 -0.1
C 0.420 2.200 -3.777 0.0 0.1 0.1
C 0.671 0.773 -4.193 0.1 0.1 0.0
C 1.607 0.149 -1.176 0.1 -0.1 0.2
C 2.679 1.007 -0.894 0.0 0.0 0.0
C 2.550 2.484 -0.629 0.1 0.0 0.0
C 3.954 0.449 -0.882 0.0 0.0 0.0
C 4.180 -0.896 -1.138 0.0 0.0 0.0
C 5.571 -1.460 -1.158 0.0 0.0 0.0
C 3.083 -1.718 -1.393 0.0 0.0 0.0
C 1.789 -1.225 -1.421 0.0 0.0 0.0
C 0.664 -2.164 -1.774 0.0 0.0 0.0
H -1.278 2.281 2.772 0.0 0.0 0.0
H -0.119 1.151 3.470 0.0 0.0 0.0
H -1.816 0.666 3.315 0.0 0.0 0.0
H -1.156 3.528 -0.167 0.0 0.0 0.0
H -1.658 5.020 -0.940 0.0 0.0 0.0
H -0.047 4.885 -0.256 0.0 0.0 0.0
H -0.263 5.897 -2.852 0.0 0.0 0.0
H 0.344 6.605 -5.030 0.0 0.0 0.0
H -0.058 5.422 -6.281 0.0 0.0 0.0
H 1.611 5.626 -5.779 0.0 0.0 0.0
H 0.973 2.957 -5.686 0.0 0.0 0.0
H 0.533 0.664 -5.267 0.0 0.0 0.0
H -0.025 0.065 -3.727 -0.1 -0.1 -0.1
H 1.686 0.455 -3.947 0.0 0.0 0.0
H 1.611 2.758 -0.153 0.0 0.0 0.0
H 2.637 3.046 -1.561 0.0 0.0 0.0
H 3.354 2.813 0.027 0.0 0.0 0.0
H 4.797 1.095 -0.670 0.0 0.0 0.0
H 6.315 -0.701 -0.930 0.0 0.0 0.0
H 5.796 -1.874 -2.142 0.0 0.0 0.0
H 5.673 -2.273 -0.438 0.0 0.0 0.0
H 3.249 -2.770 -1.604 0.0 0.0 0.0
H 0.968 -3.200 -1.630 0.0 0.0 0.0
H 0.390 -2.073 -2.828 0.0 0.0 0.0
H -0.236 -1.992 -1.181 0.0 0.0 0.0
N -2.803 -2.271 2.090 0.1 0.0 -0.3
C -3.946 -2.337 2.138 -0.1 -0.1 0.1
C -5.367 -2.446 2.233 0.1 0.1 0.0
C -6.146 -2.222 1.095 0.0 0.0 0.0
C -7.521 -2.311 1.202 0.0 0.0 0.0
C -8.103 -2.618 2.426 0.0 0.0 0.0
C -7.320 -2.857 3.549 0.0 0.0 0.0
C -5.943 -2.771 3.462 0.0 0.0 0.0
H -5.676 -1.987 0.149 0.0 0.0 0.0
H -8.141 -2.146 0.332 0.0 0.0 0.0
H -9.180 -2.673 2.506 0.0 0.0 0.0
H -7.783 -3.114 4.491 0.0 0.0 0.0
H -5.319 -2.957 4.326 0.0 0.0 0.0
```
Forces are in eV/Å.

[2]
This record from the Open Molecules 2025 dataset describes a molecular structure, C31H37IrN3O6S. The level of theory is ωB97M-V/def2-TZVPD.

Output
Largest force on an atom   2.4 eV/Å
Total charge   -1
Frontier orbital gap   7.570 eV
Energy above the lowest of the compared OMol25 structures with the same formula, charge and spin   36.88 kcal per mole
LUMO energy   2.2 eV

Geometry as XYZ:
```
79
Properties=species:S:1:pos:R:3:forces:R:3
Ir -1.107 -0.223 1.374 1.4 0.4 1.9
C -4.701 3.374 -0.021 -0.1 0.0 0.1
C -4.459 1.936 -0.499 0.1 0.2 0.1
C -4.450 0.969 0.673 0.0 0.0 0.0
C -3.234 1.902 -1.399 -0.1 0.1 0.0
C -3.475 2.218 -2.737 0.0 0.0 0.0
C -2.460 2.318 -3.667 0.0 0.0 0.0
C -1.158 2.072 -3.268 -0.1 0.0 0.0
C -0.867 1.758 -1.947 0.0 -0.2 0.1
C 0.577 1.433 -1.600 -0.1 0.0 -0.1
C 1.528 2.580 -1.944 0.0 0.0 0.0
C 0.990 0.136 -2.295 0.0 0.1 0.0
C -1.910 1.693 -0.999 0.3 0.0 0.1
N -1.509 1.494 0.376 -0.6 0.4 -1.0
C -1.276 2.621 1.088 -0.1 0.0 -0.1
O -1.661 3.764 0.868 0.3 -0.1 0.0
C -0.263 2.328 2.161 -0.1 0.1 -0.2
C 0.448 3.235 2.919 0.0 0.0 0.1
C 1.557 2.775 3.620 0.0 0.0 -0.1
C 1.954 1.444 3.514 0.0 0.1 0.1
C 1.195 0.600 2.731 0.1 -0.1 -0.1
N 0.113 1.056 2.119 0.6 0.4 0.8
C 1.553 -0.790 2.273 -0.1 -0.1 0.0
O 2.312 -1.484 2.928 0.1 0.1 -0.1
N 0.994 -1.012 1.050 -0.2 -0.3 -0.8
C 1.620 -1.997 0.221 0.1 0.1 0.1
C 3.030 -1.980 0.027 -0.1 0.0 0.1
C 3.617 -2.989 -0.728 0.0 0.0 0.0
C 2.872 -3.980 -1.342 0.0 0.0 0.0
C 1.497 -3.935 -1.230 0.0 0.0 -0.1
C 0.860 -2.956 -0.477 0.1 0.0 0.2
C -0.645 -2.967 -0.412 -0.1 -0.1 -0.1
C -1.185 -4.178 0.349 0.0 0.0 0.1
C -1.290 -2.859 -1.795 -0.1 0.0 0.0
C 3.981 -0.903 0.551 -0.1 -0.1 0.0
C 4.779 -0.253 -0.587 0.0 0.0 0.0
C 4.959 -1.457 1.591 0.0 0.0 0.0
H -5.593 3.419 0.609 0.0 0.0 0.0
H -4.838 4.056 -0.864 0.0 0.0 0.0
H -3.843 3.724 0.555 -0.1 0.0 0.0
H -5.298 1.653 -1.143 0.0 0.0 -0.1
H -3.843 1.329 1.503 -0.1 0.0 -0.1
H -4.070 -0.009 0.384 0.0 0.0 0.0
H -5.468 0.829 1.046 0.0 0.1 0.0
H -4.499 2.414 -3.037 0.0 0.0 0.0
H -2.680 2.589 -4.693 0.0 0.0 0.0
H -0.354 2.123 -3.993 0.0 0.0 0.0
H 0.648 1.252 -0.532 0.0 0.0 0.2
H 1.571 2.757 -3.022 0.0 0.0 0.0
H 2.541 2.345 -1.606 0.0 0.0 0.0
H 1.211 3.508 -1.464 0.0 0.0 0.0
H 0.901 0.226 -3.382 0.0 0.0 0.0
H 0.365 -0.694 -1.969 0.1 0.1 0.0
H 2.021 -0.117 -2.054 0.1 -0.1 0.0
H 0.132 4.269 2.919 0.0 0.0 0.0
H 2.146 3.467 4.209 0.0 0.0 0.0
H 2.843 1.057 3.992 0.0 0.0 0.0
H 4.695 -2.990 -0.846 0.0 0.0 0.0
H 3.358 -4.764 -1.910 0.0 0.0 0.0
H 0.891 -4.680 -1.734 0.0 0.0 0.0
H -0.923 -2.078 0.139 -0.2 -0.2 -0.1
H -1.028 -5.095 -0.226 0.0 0.0 0.0
H -2.253 -4.057 0.537 0.0 0.0 0.0
H -0.686 -4.282 1.314 0.0 0.0 0.0
H -1.103 -3.754 -2.396 0.0 0.0 0.0
H -0.915 -1.997 -2.348 -0.1 -0.1 0.0
H -2.372 -2.746 -1.689 0.0 0.0 0.0
H 3.392 -0.112 1.012 0.0 0.0 0.0
H 5.468 -0.965 -1.046 0.0 0.0 0.0
H 5.372 0.580 -0.199 0.0 0.0 0.0
H 4.128 0.132 -1.371 -0.1 0.0 0.0
H 5.574 -2.245 1.147 0.0 0.0 0.0
H 4.426 -1.870 2.442 0.0 0.0 0.0
H 5.628 -0.667 1.945 0.0 0.0 0.0
O -3.386 -1.965 3.891 0.1 0.0 0.1
S -2.537 -1.331 2.944 0.0 -0.2 -0.7
O -2.470 0.192 3.012 -0.3 -0.1 -0.4
O -2.880 -1.551 1.475 0.1 -0.4 0.2
O -1.058 -1.694 2.961 -0.4 0.0 -0.1
```
Forces are in eV/Å.

[3]
This record from the Open Molecules 2025 dataset describes a molecular structure, C31H37N5PdSSb. The level of theory is ωB97M-V/def2-TZVPD.

Output
Largest force on an atom   2.5 eV/Å
Total charge   +1
Frontier orbital gap (spin up / spin down)   5.608 / 5.608 eV
LUMO energy (spin up / spin down)   -3.5 / -3.5 eV

Geometry as XYZ:
```
76
Properties=species:S:1:pos:R:3:forces:R:3
Pd 0.069 0.547 -0.770 -0.1 2.2 -1.0
C -4.387 0.419 -1.237 -0.2 0.3 0.0
C -3.041 0.090 -1.401 0.2 -0.2 -0.1
N -2.056 0.953 -1.270 0.6 -0.9 0.5
C -2.334 2.254 -1.021 -0.2 0.8 0.1
C -3.679 2.678 -0.845 0.2 0.0 -0.1
C -4.707 1.718 -0.944 0.3 -0.3 0.0
C -3.960 4.037 -0.609 0.2 0.4 0.0
C -2.930 4.941 -0.609 -0.8 -0.3 0.0
C -1.609 4.543 -0.795 0.8 -0.5 -0.2
C -1.238 3.204 -0.980 -1.1 0.4 0.2
N -0.004 2.667 -1.144 0.0 -2.4 0.0
C 1.233 3.214 -1.050 1.2 0.7 0.2
C 1.576 4.562 -0.878 -0.7 -0.6 -0.2
C 2.882 4.981 -0.638 0.7 -0.3 0.0
C 3.925 4.094 -0.617 -0.2 0.4 0.0
C 3.679 2.738 -0.904 -0.2 0.1 -0.1
C 4.733 1.812 -1.015 -0.3 -0.3 -0.1
C 4.456 0.511 -1.346 0.2 0.3 0.0
C 3.122 0.145 -1.536 -0.2 -0.1 -0.1
N 2.118 0.989 -1.413 -0.5 -0.8 0.5
C 2.349 2.287 -1.115 0.3 0.9 0.0
H -5.142 -0.343 -1.348 -0.1 -0.1 0.0
H -2.760 -0.921 -1.669 0.0 0.1 0.1
H -5.733 2.027 -0.808 -0.1 0.0 0.0
H -4.982 4.347 -0.455 -0.1 0.0 0.0
H -3.138 5.994 -0.475 0.0 0.0 0.0
H -0.877 5.327 -0.796 0.1 0.0 0.0
H 0.832 5.331 -0.934 -0.1 0.0 0.1
H 3.062 6.032 -0.466 0.0 0.1 0.0
H 4.937 4.416 -0.421 0.1 0.0 0.0
H 5.746 2.151 -0.855 0.1 0.0 0.0
H 5.239 -0.219 -1.459 0.1 -0.1 0.0
H 2.870 -0.870 -1.820 0.0 0.1 0.1
S 0.529 1.580 1.591 0.0 0.4 0.3
C 0.290 1.004 3.139 -0.1 1.2 -0.6
N -0.117 1.924 4.094 0.1 -0.7 0.4
C -0.260 1.579 5.392 0.1 -0.1 -0.2
C -0.010 0.292 5.768 0.0 0.0 0.0
C 0.361 -0.611 4.749 -0.1 0.6 0.0
N 0.498 -0.262 3.493 0.2 -1.0 0.4
H -0.266 2.875 3.779 0.0 -0.1 0.0
H -0.569 2.355 6.075 0.0 0.1 0.0
H -0.094 -0.022 6.793 -0.1 0.0 0.1
H 0.552 -1.649 4.976 0.0 -0.2 0.1
C 2.946 -3.131 0.025 -0.1 0.2 0.2
C 1.532 -3.544 0.397 -0.2 0.7 -0.1
C 1.238 -4.960 -0.052 -0.3 0.1 0.0
Sb 0.082 -2.004 -0.354 -1.1 -1.0 -0.7
C -1.830 -2.493 0.667 0.4 0.3 -0.1
C -2.037 -1.418 1.723 0.0 0.3 -0.2
C -1.901 -3.879 1.273 0.1 0.1 -0.2
C -0.468 -2.493 -2.457 0.3 0.1 0.5
C 0.358 -1.587 -3.356 -0.1 0.4 0.2
C -0.381 -3.951 -2.858 -0.1 0.1 0.1
H 3.667 -3.760 0.546 0.1 -0.1 0.0
H 3.144 -2.096 0.302 0.1 0.0 0.0
H 3.116 -3.254 -1.043 0.0 0.0 -0.1
H 1.404 -3.469 1.480 -0.1 0.1 0.0
H 1.442 -5.091 -1.110 0.0 0.0 -0.1
H 0.207 -5.239 0.144 -0.1 -0.2 0.0
H 1.882 -5.646 0.496 0.1 -0.1 0.1
H -2.606 -2.400 -0.098 0.2 0.0 -0.1
H -1.304 -1.544 2.517 0.0 0.1 0.1
H -3.033 -1.482 2.160 -0.1 -0.1 0.0
H -1.908 -0.413 1.300 -0.1 -0.1 0.2
H -1.063 -4.059 1.942 0.1 -0.1 0.1
H -1.912 -4.642 0.502 0.0 -0.2 0.0
H -2.817 -3.970 1.852 -0.1 -0.1 0.1
H -1.517 -2.186 -2.525 0.1 0.0 0.2
H 1.400 -1.900 -3.367 0.2 0.0 0.0
H 0.305 -0.536 -3.017 0.1 -0.4 -0.3
H -0.009 -1.623 -4.379 0.0 0.0 -0.2
H 0.650 -4.290 -2.891 0.1 -0.1 0.0
H -0.808 -4.080 -3.851 0.0 -0.1 -0.1
H -0.938 -4.579 -2.166 0.0 -0.2 0.0
```
Forces are in eV/Å.

Question: Which of these has the highest largest force on an atom?
Answer: C31H37N5PdSSb